No. 1
Molecular formula: C3H4N4O
Method: DFT, ωB97M-V/def2-TZVPD

Output
Spin multiplicity: 1
Net charge: 0
Largest force on an atom, eV Å⁻¹: 7.4
E_HOMO, eV: -9.19
Relative energy (zero: lowest compared OMol25 entry of this formula, charge and spin), kJ/mol: 386.2
Frontier orbital gap, eV: 9.170

Geometry (Å):
O (-2.1150, 0.9391, -0.3981)
N (-0.8660, -1.0734, -0.1688)
N (2.4644, -0.2982, -0.2397)
N (1.8616, 0.9691, 0.0461)
N (1.4932, -1.1516, -0.2855)
C (0.3396, -0.4805, -0.1901)
C (-2.0052, -0.3093, -0.0412)
C (0.4253, 0.8438, 0.0057)
H (-0.1779, 1.8100, 0.3129)
H (2.3786, 1.8188, -0.2025)
H (-2.8729, -0.9367, 0.4732)
H (-0.9257, -2.1311, 0.6881)

Cartesian forces, eV/Å:
0.17 -5.84 1.61
-3.41 -5.40 3.79
-1.56 2.17 0.93
-0.78 -1.75 -1.36
1.16 0.81 -0.49
-0.81 0.72 0.47
-1.69 3.18 -0.42
4.24 3.90 1.19
1.14 -2.80 -1.09
-0.15 -0.70 0.35
1.45 1.48 -1.30
0.27 4.22 -3.67


No. 2
Molecular formula: C8H14O4S
Method: DFT, ωB97M-V/def2-TZVPD

Output
Spin multiplicity: 1
Net charge: 0
Largest force on an atom, eV Å⁻¹: 0.7
E_HOMO, eV: -8.78
Relative energy (zero: lowest compared OMol25 entry of this formula, charge and spin), kJ/mol: 10.4
Frontier orbital gap, eV: 9.346

Geometry (Å):
S (-0.7364, -2.6305, 1.7728)
O (2.3538, 1.8671, 1.3012)
O (-0.4394, -1.2819, -2.6490)
O (0.8834, 3.3513, 0.5357)
O (0.8418, -1.4677, -0.8380)
C (-2.0861, -0.2920, 1.0112)
C (-0.6831, 0.4062, -1.0107)
C (-0.8618, 0.4738, 0.5091)
C (0.1653, 1.5747, -1.5549)
C (1.5774, 1.6457, -0.9666)
C (-0.0131, -0.8770, -1.4469)
C (-2.0322, -1.7973, 0.7896)
C (1.6540, 2.2583, 0.4098)
H (0.9947, 3.7318, 1.4208)
H (0.2886, -2.2603, 1.0113)
H (2.1924, 2.2814, -1.6091)
H (-1.8782, -2.0491, -0.2594)
H (-2.1972, -0.1079, 2.0819)
H (-2.9818, 0.0921, 0.5145)
H (-0.9874, 1.5195, 0.7951)
H (-1.6586, 0.4535, -1.5052)
H (2.0447, 0.6615, -0.9198)
H (0.0420, -2.0759, -2.9346)
H (-0.3572, 2.5095, -1.3486)
H (0.2391, 1.4633, -2.6383)
H (0.0382, 0.0951, 0.9962)
H (-2.9645, -2.2556, 1.1221)

Cartesian forces, eV/Å:
-0.38 -0.12 0.16
0.14 -0.11 0.17
-0.29 -0.04 -0.59
-0.42 0.50 -0.16
0.17 0.00 -0.04
0.12 -0.06 0.00
0.00 0.09 0.10
-0.24 -0.12 -0.10
0.06 -0.11 -0.07
-0.15 0.09 -0.02
0.01 -0.04 0.14
0.30 -0.07 0.29
0.30 -0.21 0.09
0.17 -0.24 -0.06
0.21 0.05 -0.08
0.02 -0.01 0.01
-0.17 -0.07 -0.01
-0.05 0.02 -0.02
-0.05 0.09 -0.01
0.08 0.01 -0.02
0.07 -0.01 0.03
0.04 0.12 0.05
0.06 0.14 0.30
-0.03 -0.05 -0.09
0.00 0.08 -0.01
0.02 0.07 0.07
0.02 0.00 -0.13


No. 3
Molecular formula: C17H27FN5O9P2Ru
Method: DFT, ωB97M-V/def2-TZVPD

Output
Spin multiplicity: 5
Net charge: +1
Largest force on an atom, eV Å⁻¹: 0.1
E_HOMO (spin up / spin down), eV: -10.89 / -11.24
Relative energy (zero: lowest compared OMol25 entry of this formula, charge and spin), kJ/mol: 0.0
Frontier orbital gap (spin up / spin down), eV: 8.447 / 8.335
⟨S²⟩: 6.01

Geometry (Å):
Ru (-0.5022, -0.0761, -1.0284)
P (-3.4890, 1.3304, -0.1240)
P (-2.8813, -0.5037, -2.2496)
F (3.8609, -3.8036, -1.4129)
O (-0.0614, 1.2128, 2.6695)
O (-3.9043, 0.3722, -1.3886)
O (-2.1712, -1.4623, -1.2874)
O (-3.5787, 2.7937, -0.7662)
O (-3.8342, -1.2567, -3.2518)
O (-2.0104, 1.1144, 0.1335)
O (-4.4472, 1.1297, 0.9746)
O (-0.9475, -2.9652, 1.0350)
O (-1.8750, 0.3314, -2.9799)
N (-2.1335, 0.3615, 2.9172)
N (0.0121, 2.1771, -1.5007)
N (1.5141, -0.3045, -2.1886)
N (-0.4549, -0.8406, 1.7654)
N (2.3213, 0.8935, 1.8969)
C (0.3008, -3.0970, 0.4366)
C (1.3618, 2.7267, -1.3224)
C (1.4677, -3.0827, 1.1856)
C (-2.6483, -1.7770, 2.0687)
C (3.0962, 0.4642, -0.4583)
C (2.6684, 0.5891, -1.9231)
C (0.3119, -3.3722, -0.9199)
C (-3.0259, -0.6272, 2.6768)
C (-2.5659, 1.6271, 3.5118)
C (-1.3162, -1.8293, 1.6311)
C (2.6789, -3.3190, 0.5538)
C (-0.8541, 0.2666, 2.4440)
C (2.6843, -3.5789, -0.8064)
C (1.5235, -3.6264, -1.5540)
C (2.0428, 1.0745, 0.4443)
C (1.7945, 2.5407, 0.1354)
C (2.3387, 2.0395, -2.2771)
H (3.2751, 2.6022, -2.2782)
H (-0.6280, -3.3970, -1.4554)
H (1.9526, 2.0921, -3.2991)
H (1.8051, -1.2742, -2.0843)
H (-4.6424, -1.6053, -2.8563)
H (2.7166, 3.1075, 0.3034)
H (1.3709, 3.7985, -1.5401)
H (-0.3291, 2.2966, -2.4515)
H (-3.5151, 1.4644, 4.0118)
H (-4.0362, -0.4376, 3.0035)
H (-1.8171, 1.9675, 4.2194)
H (-2.6967, 2.3678, 2.7256)
H (2.6444, -0.0539, 2.0864)
H (1.3015, 1.0216, 2.3776)
H (1.0291, 2.9420, 0.8043)
H (-4.4674, 3.1632, -0.6970)
H (1.1131, 0.5099, 0.3363)
H (1.2210, -0.1959, -3.1569)
H (1.5695, -3.8788, -2.6054)
H (3.2545, -0.5894, -0.2071)
H (-0.6740, 2.6131, -0.8874)
H (4.0520, 0.9814, -0.3311)
H (-3.3318, -2.5863, 1.8750)
H (1.4232, -2.9162, 2.2531)
H (3.5113, 0.2763, -2.5450)
H (3.0110, 1.5514, 2.2539)
H (3.6104, -3.3436, 1.1038)

Cartesian forces, eV/Å:
-0.02 0.07 -0.04
-0.06 -0.04 -0.04
-0.04 -0.04 0.01
0.00 0.00 -0.01
0.02 0.00 0.02
0.01 0.03 0.05
0.01 -0.01 0.03
0.00 0.02 -0.01
0.00 -0.01 -0.03
0.03 0.02 0.01
0.01 0.00 0.01
0.00 -0.02 0.03
0.04 0.02 -0.05
0.01 -0.01 -0.02
0.00 0.00 -0.01
-0.02 0.01 0.02
-0.03 -0.03 0.07
-0.03 -0.02 0.01
0.01 0.01 -0.02
0.01 -0.02 0.01
0.00 -0.01 -0.01
0.01 -0.02 -0.02
0.02 0.00 -0.02
0.03 0.00 0.00
-0.03 0.00 0.01
0.02 0.02 0.06
0.00 0.04 0.03
0.00 0.00 -0.01
0.00 0.00 0.02
0.00 -0.01 -0.08
-0.02 -0.01 0.00
0.03 0.00 0.01
0.02 -0.03 0.04
-0.01 0.02 -0.01
0.00 0.01 -0.01
0.00 0.00 0.01
0.01 0.00 -0.01
0.00 0.00 0.00
0.00 -0.01 -0.01
0.01 0.01 0.00
0.00 0.00 0.00
0.00 0.00 0.00
-0.02 -0.01 0.00
-0.01 0.00 -0.01
0.00 -0.01 -0.01
0.00 -0.02 0.02
0.01 -0.02 -0.01
0.00 0.00 0.00
0.01 0.02 -0.02
0.00 -0.01 0.00
0.01 -0.01 0.00
0.00 0.02 0.00
-0.01 -0.01 0.00
-0.01 0.00 0.00
-0.01 0.00 0.00
0.01 0.02 0.00
0.00 0.01 0.01
0.00 0.00 0.01
-0.01 0.00 0.00
0.00 0.00 0.00
0.00 0.01 -0.01
0.00 0.00 0.00


No. 4
Molecular formula: F2H8NNa2O8S2
Method: DFT, ωB97M-V/def2-TZVPD

Output
Spin multiplicity: 2
Net charge: +2
Largest force on an atom, eV Å⁻¹: 9.2
E_HOMO (spin up / spin down), eV: -18.77 / -18.77
Frontier orbital gap (spin up / spin down), eV: 10.574 / 5.373
⟨S²⟩: 0.76

Geometry (Å):
S (-0.2365, -0.4326, -2.8395)
S (-2.1129, -0.1890, -1.4947)
Na (0.6900, -0.1841, 0.5336)
Na (-0.3485, 2.4129, -0.4495)
F (-2.5830, 0.7072, -0.2291)
F (1.3205, -0.4513, -2.5747)
O (-2.8477, 0.3993, -2.6023)
O (2.0680, -1.3100, 2.2845)
O (-0.4470, -1.8675, -3.0300)
O (-0.3951, 0.3982, -4.0105)
O (-2.4949, -1.5686, -1.1125)
O (2.3414, 1.3757, -0.1536)
O (-0.9947, -1.5104, 2.0348)
O (-0.1584, 1.8371, 1.9234)
N (-0.6662, 0.2104, -1.3159)
H (2.0943, -2.2656, 2.2367)
H (0.3511, 1.8175, 2.7335)
H (2.7735, 2.0681, 0.3465)
H (2.9720, -1.0538, 2.4676)
H (-0.7333, -2.4305, 2.0724)
H (-1.9517, -1.5327, 2.0326)
H (-1.0670, 1.9195, 2.2132)
H (2.4262, 1.6504, -1.0666)

Cartesian forces, eV/Å:
5.42 -3.62 -6.55
-7.34 1.03 3.48
0.65 -0.74 1.34
0.11 0.75 0.34
-0.03 -0.85 -0.75
-0.39 0.93 0.78
1.08 -1.53 1.18
-0.48 0.45 -0.56
-1.10 2.98 1.67
-0.37 -0.11 3.01
0.68 1.90 -0.81
-1.13 -0.01 -0.05
0.38 0.58 -0.66
-0.07 -0.12 -1.11
1.60 -0.97 -2.56
0.07 -0.40 0.14
0.35 0.06 0.40
0.42 0.21 0.36
0.38 0.06 0.15
0.06 -0.40 0.21
-0.40 -0.06 0.15
-0.44 -0.04 0.39
0.54 -0.11 -0.53


No. 5
Molecular formula: C25H45IrNP2
Method: DFT, ωB97M-V/def2-TZVPD

Output
Spin multiplicity: 5
Net charge: +1
Largest force on an atom, eV Å⁻¹: 5.0
E_HOMO (spin up / spin down), eV: -9.84 / -11.40
Relative energy (zero: lowest compared OMol25 entry of this formula, charge and spin), kJ/mol: 0.0
Frontier orbital gap (spin up / spin down), eV: 7.282 / 5.283
⟨S²⟩: 6.03

Geometry (Å):
Ir (-0.6797, -0.5007, -3.2976)
P (2.3026, 0.7853, -3.2485)
P (-2.5530, 0.4778, -3.4030)
N (1.8556, -2.2313, 5.1451)
C (1.8023, 1.2869, 1.1421)
C (-3.1905, 0.7173, -5.1024)
C (2.5015, -2.0946, -0.8150)
C (-2.5292, -2.4423, -0.2154)
C (-1.2684, 2.5604, 0.4762)
C (-2.8874, 2.1545, -2.6982)
C (0.0062, -2.2054, -0.2190)
C (-1.6507, -3.1184, -3.3195)
C (1.7090, -1.5701, 4.1858)
C (1.2093, -2.2919, -3.7780)
C (-0.9860, 0.7169, 2.2301)
C (0.2224, -2.5056, 1.2308)
C (1.5185, 0.9488, 2.5544)
C (0.5215, -2.0670, -2.4863)
C (0.1204, 3.1961, 0.7468)
C (-1.6613, 1.3345, 1.2487)
C (3.6111, 1.5782, -2.1459)
C (-3.9817, -0.3932, -2.5904)
C (1.2228, 2.2687, 0.4075)
C (1.0645, -2.0686, -1.1487)
C (-1.2211, -2.2174, -0.8666)
C (2.1947, 2.2493, -4.3799)
C (-0.9503, -2.2506, -2.3364)
C (0.1170, 1.3202, 3.0598)
C (3.6864, -0.0272, -4.2287)
H (3.2751, -0.5348, -5.1081)
H (-1.8690, -2.5240, -4.2194)
H (0.9613, -3.3166, 1.3299)
H (-3.0370, 2.1081, -1.6112)
H (3.2018, 2.5956, -4.6637)
H (2.2549, 1.4232, 3.2260)
H (-3.9349, -1.4747, -2.7605)
H (3.0554, -1.4052, -1.4657)
H (0.0197, 2.4097, 3.1846)
H (-0.6994, -2.8544, 1.7141)
H (1.1315, -3.3446, -4.0966)
H (4.1564, 0.7949, -1.5983)
H (-2.7030, 1.0337, 1.0375)
H (-2.0195, 3.3604, 0.6121)
H (-2.9908, -1.5097, 0.1568)
H (4.4117, 0.7370, -4.5553)
H (3.1791, 2.2684, -1.4151)
H (0.2071, 3.6938, 1.7264)
H (-1.3045, 2.2643, -0.5919)
H (-0.9886, -3.9552, -3.5997)
H (0.1819, 4.0057, -0.0033)
H (2.5970, 0.7031, 0.6880)
H (-4.9427, -0.0249, -2.9770)
H (-2.5877, -3.4552, -2.8668)
H (1.6077, 2.4196, -0.6125)
H (-2.4154, -3.1025, 0.6568)
H (-3.2361, -2.9196, -0.9033)
H (4.2130, -0.7613, -3.6004)
H (1.6548, 3.0511, -3.8594)
H (-3.4162, -0.2679, -5.5234)
H (0.6964, -1.6900, -4.5747)
H (-2.0662, 2.8481, -2.9108)
H (2.6656, -1.7971, 0.2306)
H (1.6546, -0.1408, 2.7099)
H (2.2570, -1.9727, -3.7300)
H (-4.0947, 1.3414, -5.0905)
H (-1.3115, -0.2907, 2.5764)
H (-3.9637, -0.2086, -1.5089)
H (2.9379, -3.1014, -0.9440)
H (0.0719, 0.9258, 4.0865)
H (1.6278, 1.9439, -5.2689)
H (-3.8068, 2.5741, -3.1360)
H (4.3279, 2.1370, -2.7706)
H (-2.3941, 1.1992, -5.6789)
H (0.6074, -1.6420, 1.7891)

Cartesian forces, eV/Å:
3.12 0.96 -1.16
2.14 1.26 -0.53
-4.33 2.33 0.65
-0.24 0.95 -1.41
-0.37 1.04 -1.02
0.24 -0.15 -0.02
0.46 0.13 0.21
-0.48 -0.03 0.19
0.10 0.49 0.36
0.10 0.16 0.00
1.17 0.03 -0.12
-0.36 -0.07 -0.06
0.24 -0.89 1.32
0.32 -0.09 0.02
-0.86 -0.15 0.28
0.15 0.01 0.25
-0.17 0.71 0.71
-1.58 -1.08 1.42
-0.70 0.78 -0.54
-0.34 0.00 0.67
-0.41 -0.15 0.54
0.20 -0.12 -0.12
1.33 -1.37 0.19
-0.76 -0.18 0.67
0.39 -0.79 -1.37
-0.58 -0.15 0.06
1.60 -0.76 1.87
0.67 -0.20 0.18
-0.48 -0.48 -0.08
0.23 0.03 0.06
-0.25 -0.43 -0.27
-0.19 0.26 0.01
0.13 -0.09 -0.36
-0.47 -0.13 0.10
-0.02 -0.24 -0.25
-0.01 0.22 0.01
0.04 -0.15 0.15
-0.01 -0.52 -0.25
0.30 0.23 -0.07
0.01 0.31 -0.07
-0.16 0.25 -0.11
0.75 -0.59 -0.35
0.08 -0.35 -0.14
0.20 -0.29 -0.16
-0.39 -0.30 0.18
0.26 -0.16 -0.19
-0.13 -0.42 -0.39
0.13 0.25 0.49
-0.57 0.15 0.03
0.00 -0.07 0.46
0.05 0.13 -0.18
0.34 0.02 0.00
0.07 -0.20 -0.46
-0.30 -0.28 0.58
-0.08 0.18 -0.27
0.03 0.14 0.17
-0.15 0.14 -0.24
0.09 -0.08 -0.27
0.06 0.22 -0.12
0.37 -0.19 -0.20
-0.12 -0.13 0.05
0.03 -0.08 -0.32
0.11 -0.16 0.07
-0.37 -0.29 -0.12
0.25 -0.22 0.00
-0.15 0.95 -0.18
0.12 -0.07 -0.27
-0.14 0.30 -0.01
-0.30 0.02 -0.29
0.13 0.30 0.08
0.27 -0.26 0.06
-0.35 -0.31 0.16
-0.31 -0.09 -0.11
-0.19 -0.23 -0.14


No. 6
Molecular formula: CHN3OS
Method: DFT, ωB97M-V/def2-TZVPD

Output
Spin multiplicity: 1
Net charge: 0
Largest force on an atom, eV Å⁻¹: 1.7
E_HOMO, eV: -9.43
Relative energy (zero: lowest compared OMol25 entry of this formula, charge and spin), kJ/mol: 330.3
Frontier orbital gap, eV: 8.494

Geometry (Å):
S (-0.8522, 2.4504, 0.4007)
O (0.8527, 0.4291, -0.0946)
N (-1.2405, -0.2244, -0.0584)
N (-0.5190, -1.2494, -0.0518)
N (0.7464, -0.9230, 0.1707)
C (-0.4130, 0.9125, 0.0723)
H (1.4255, -1.3951, -0.4389)

Cartesian forces, eV/Å:
0.46 -1.06 -0.40
0.35 1.46 0.89
-0.43 -0.20 0.10
-0.93 -0.38 0.24
1.03 -0.17 -1.13
-0.06 0.47 -0.07
-0.41 -0.13 0.37


Question: Number 6 is which compound?
Answer: CHN3OS


Question: The highest largest force on an atom belongs to which entry?
Answer: F2H8NNa2O8S2


Question: spin multiplicity of number 3 (C17H27FN5O9P2Ru)?
Answer: 5